(1)
DFT (wB97M-V/def2-TZVPD) results for a cluster of 7 separate species, C32H78N9O7 in total.

## Properties
* LUMO level: -0.3724 Ha
* gap between HOMO and LUMO: 9.88 eV

Geometry as ORCA input:
```
! wB97M-V def2-TZVPD RIJCOSX def2/J DEFGRID3
* xyz 5 1
N 19.17904 19.19089 2.29642
O 19.05421 18.06045 1.76119
O 20.32773 19.63145 2.50883
O 18.15922 19.76174 2.76582
C 19.88145 18.69479 -5.21301
C 19.68716 18.05423 -3.84530
N 20.00608 18.94611 -2.72748
C 19.08708 19.73754 -2.06585
C 19.78912 20.46507 -1.16538
N 21.09121 20.05320 -1.22974
C 21.17760 19.07886 -2.13623
C 22.16070 20.53385 -0.37503
H 19.05943 19.37157 -5.43747
H 19.93637 17.91309 -5.96717
H 20.82306 19.24048 -5.27639
H 20.30015 17.15272 -3.81299
H 18.65859 17.72111 -3.71326
H 18.03174 19.71515 -2.26355
H 19.47629 21.24945 -0.50019
H 22.13436 18.70295 -2.46615
H 23.09806 20.73817 -0.88219
H 22.28100 19.87836 0.48742
H 21.83319 21.48094 0.05692
C 11.63662 15.05921 0.54601
C 12.20351 16.41429 0.15311
N 13.44498 16.76700 0.89326
C 14.74269 16.57077 0.45100
C 15.57576 16.97373 1.44242
N 14.77887 17.21600 2.54034
C 13.50907 17.09562 2.17376
C 15.18886 17.53944 3.89558
H 10.61789 15.02184 0.16457
H 11.60853 14.93586 1.62661
H 12.21584 14.26026 0.08724
H 11.48854 17.19906 0.40461
H 12.42440 16.51334 -0.90631
H 14.85902 16.34449 -0.59583
H 16.64324 17.14203 1.47110
H 12.67012 17.07842 2.85233
H 15.61159 18.53289 4.00460
H 15.88766 16.78672 4.25436
H 14.32480 17.47064 4.55466
C 18.06273 19.86403 6.60860
N 19.01993 18.71876 6.42386
C 19.16108 18.02964 7.75890
C 18.32662 17.80144 5.44475
C 20.33443 19.13999 5.80988
C 21.26398 19.91937 6.73648
O 20.68901 21.04994 7.31653
H 17.06555 19.44464 6.71362
H 18.14830 20.52723 5.75161
H 18.30690 20.41049 7.51061
H 18.16667 17.80952 8.12862
H 19.78557 18.63467 8.39988
H 19.66718 17.08899 7.53601
H 17.55873 17.29479 6.02622
H 19.05004 17.12320 5.00609
H 17.85045 18.45250 4.71861
H 20.02336 19.82972 5.02137
H 20.80113 18.25213 5.39514
H 22.12982 20.19180 6.11959
H 21.75999 19.23756 7.43978
H 20.55808 20.95199 8.26528
C 20.82016 23.45986 3.22729
N 22.24840 23.37121 3.65229
C 23.03823 24.27440 2.73818
C 22.26434 23.85827 5.05875
C 22.61437 21.92509 3.52402
C 23.87387 21.52442 4.26302
O 24.94646 22.33726 3.82307
H 20.45557 24.46977 3.39324
H 20.20708 22.72812 3.75152
H 20.69359 23.20692 2.17296
H 22.81420 23.97909 1.71956
H 24.08015 24.15733 3.01308
H 22.74418 25.30460 2.92560
H 21.81674 24.84186 5.12589
H 23.30003 23.93348 5.39918
H 21.83230 23.10331 5.71543
H 22.62747 21.64390 2.47458
H 21.81075 21.34775 3.98437
H 23.97194 20.44463 4.08230
H 23.78276 21.65488 5.34728
H 25.70305 22.19190 4.40457
C 16.10034 22.55172 1.87559
N 14.70755 22.25682 2.34605
C 14.86313 21.53533 3.65292
C 14.01172 23.56894 2.56006
C 14.04148 21.42592 1.30547
C 12.58598 21.07788 1.49862
O 12.34751 20.40505 2.73828
H 16.08308 23.14780 0.96389
H 16.59948 21.62615 1.57780
H 16.65819 23.00193 2.68699
H 15.41862 22.17953 4.32614
H 15.32279 20.57927 3.43027
H 13.86785 21.38279 4.06226
H 13.14756 23.41736 3.20271
H 13.65220 23.91455 1.59300
H 14.71563 24.27010 2.99228
H 14.62516 20.50848 1.17311
H 14.16894 21.94626 0.35368
H 12.31170 20.41004 0.67457
H 11.92405 21.94252 1.38682
H 11.51214 19.93099 2.66216
C 18.51855 12.08266 0.96908
N 17.80290 12.85484 -0.13463
C 17.54506 11.84628 -1.23106
C 16.47536 13.27949 0.40665
C 18.67112 13.90479 -0.69282
C 18.63513 15.26931 -0.04352
O 19.11076 15.16457 1.28945
H 19.56139 11.99351 0.68814
H 18.03227 11.13496 1.17428
H 18.46825 12.69683 1.86594
H 18.49038 11.45245 -1.58703
H 16.97428 12.36063 -2.00512
H 16.87907 11.06186 -0.87961
H 16.67870 13.92736 1.26038
H 15.92184 12.39377 0.68457
H 16.02960 13.94460 -0.33128
H 18.42814 14.05959 -1.74955
H 19.71340 13.59134 -0.76831
H 17.61491 15.66965 0.01130
H 19.26670 15.94466 -0.62716
H 19.05621 16.02595 1.73163
*
```

(2)
DFT (wB97M-V/def2-TZVPD) results for a structure of composition C32H79F8N17O13Si2.

## Properties
* LUMO level: 0.0156 Ha
* gap between HOMO and LUMO: 8.89 eV

Geometry as ORCA input:
```
! wB97M-V def2-TZVPD RIJCOSX def2/J DEFGRID3
* xyz 0 1
C -4.70164 2.51998 2.62249
C -5.87477 1.40949 2.73813
C -5.35248 0.06504 3.46704
C -5.08381 -1.13579 2.43267
C -3.54469 -1.59619 2.40290
C -3.37934 -2.82822 1.36536
C -2.46948 -4.00249 1.93662
C -1.01130 -3.52082 2.40680
C -0.01094 -3.42053 1.13865
C 1.32001 -4.25980 1.42058
C 2.48981 -3.97630 0.35484
C 3.47966 -2.78986 0.83113
C 2.73424 -1.43171 0.45884
C 3.66372 -0.29234 -0.15520
Si 2.60159 1.16523 -0.86141
N 0.88377 0.71068 -0.82526
C 3.05796 1.34327 -2.74990
O 2.39924 0.30170 -3.52021
O 2.92114 -0.93963 -3.21622
O 2.98302 2.67008 -0.09353
Si 1.57991 3.56140 0.39864
C 0.48891 2.65379 1.70246
C 1.48568 2.10092 2.83192
O 1.42715 2.95857 4.00980
C 0.55477 4.26859 -1.07645
C -0.86835 3.57134 -1.24938
O -1.36777 3.50759 -2.60031
C -0.48787 2.75137 -3.43454
C -1.21175 1.76390 -4.43421
F -2.05604 0.91855 -3.66841
F -0.19837 0.89885 -4.93171
C -2.04479 2.44768 -5.60541
F -2.05545 3.85086 -5.42382
F -3.39896 2.07101 -5.48215
C -1.45694 2.19593 -7.05619
F -0.14709 2.65832 -7.15986
F -2.21749 3.01019 -7.93806
C -1.60874 0.70693 -7.59856
F -2.23793 -0.16827 -6.71986
F -0.27782 0.20991 -7.76679
H -4.24032 2.49593 1.58954
H -5.12545 3.54334 2.88734
H -3.88257 2.30625 3.39112
H -6.30111 1.20040 1.70137
H -6.72744 1.86541 3.36808
H -4.45513 0.31314 4.11345
H -6.21229 -0.25764 4.14690
H -5.44340 -0.77026 1.41451
H -5.75303 -2.01038 2.72856
H -3.28152 -1.95753 3.44491
H -2.85288 -0.74587 2.08493
H -4.43147 -3.25297 1.22870
H -2.97672 -2.44739 0.37246
H -2.28357 -4.76578 1.10174
H -2.98637 -4.58052 2.77499
H -0.64450 -4.28950 3.17153
H -1.05143 -2.50944 2.92044
H 0.19809 -2.31079 1.00794
H -0.51431 -3.76734 0.17941
H 1.67839 -4.10280 2.49303
H 1.02948 -5.36072 1.29400
H 2.01713 -3.76152 -0.65495
H 3.09474 -4.93723 0.26761
H 3.56902 -2.84608 1.96720
H 4.47703 -2.89330 0.30455
H 1.95211 -1.67246 -0.34291
H 2.14090 -0.98004 1.32738
H 4.44086 0.09641 0.58534
H 4.25976 -0.76496 -1.00809
H 0.59772 0.26562 0.05309
H 0.73320 -0.00144 -1.55205
H 4.17887 1.18064 -2.81020
H 2.71132 2.34705 -3.14675
H 3.14580 -1.35696 -4.07589
H 2.09122 4.76250 1.10944
H -0.20174 1.87723 1.25928
H -0.17291 3.44045 2.20786
H 1.35227 1.00760 3.07748
H 2.55704 2.22128 2.43463
H 1.75632 3.84302 3.74938
H 1.22530 4.24849 -1.98957
H 0.34990 5.37639 -0.86639
H -0.94947 2.53243 -0.80587
H -1.61398 4.21557 -0.66707
H 0.28768 2.18242 -2.82447
H 0.11176 3.50847 -4.05515
H -2.05181 0.72008 -8.64248
C 7.16020 -0.09234 -1.04652
O 6.41115 -0.56985 -0.20789
N 8.40269 -0.58850 -1.28653
N 6.81611 0.97672 -1.81156
H 9.03283 -0.21140 -1.96984
H 8.69324 -1.38049 -0.73906
H 5.90402 1.37290 -1.66221
H 7.41554 1.38440 -2.50496
C -0.15275 -3.76737 -6.42383
O 0.54367 -3.81018 -5.41776
N -0.49251 -2.60251 -7.03257
N -0.64656 -4.88556 -7.01865
H -1.06163 -2.54894 -7.85608
H -0.14653 -1.75153 -6.62233
H -0.41667 -5.76873 -6.59714
H -1.21858 -4.87384 -7.84236
C 5.48611 4.99140 -2.82921
O 4.32485 4.67815 -3.05228
N 6.24608 5.67179 -3.72740
N 6.11459 4.68656 -1.66784
H 7.19926 5.93826 -3.56407
H 5.81377 5.91585 -4.60186
H 5.58270 4.18292 -0.97886
H 7.06582 4.93415 -1.46216
C 2.03748 -6.30658 -2.81988
O 2.74757 -6.45345 -1.83451
N 1.71660 -5.08361 -3.31600
N 1.50839 -7.35612 -3.50464
H 1.13587 -4.93949 -4.12459
H 2.09017 -4.28270 -2.83573
H 1.72388 -8.27848 -3.16767
H 0.92465 -7.25727 -4.31418
C 6.68393 6.06793 1.78337
O 7.38953 5.89660 0.79966
N 6.98928 6.96695 2.75420
N 5.53560 5.37486 1.98924
H 6.42489 7.12313 3.56848
H 7.83379 7.49991 2.63612
H 5.27565 4.69901 1.29133
H 4.94286 5.50056 2.78853
C -0.67464 -6.36257 5.27321
O -0.05736 -5.37312 4.91220
N -0.73781 -7.49695 4.52832
N -1.35149 -6.41405 6.45031
H -1.23887 -8.32033 4.80548
H -0.24830 -7.49579 3.64928
H -1.32751 -5.59172 7.02885
H -1.86460 -7.21615 6.76529
C -9.55657 2.53191 2.84359
O -8.84842 2.37639 3.82641
N -9.85886 3.75945 2.34594
N -10.10229 1.49070 2.16361
H -10.43769 3.90892 1.54060
H -9.47207 4.55538 2.82351
H -9.90001 0.56557 2.50268
H -10.68587 1.59590 1.35469
C -4.63481 0.21676 7.39169
O -3.92985 -0.24231 6.50751
N -4.76580 -0.37798 8.60749
N -5.34970 1.36123 7.23667
H -5.33958 -0.01763 9.34692
H -4.25109 -1.22823 8.75921
H -5.27862 1.82974 6.34880
H -5.93508 1.75542 7.94924
*
```

Among the records above, which one has the lowest gap between HOMO and LUMO?
C32H79F8N17O13Si2